Record 1
94
Properties=species:S:1:pos:R:3:mulliken_charge:R:1 method="wB97M-V/def2-TZVPD" largest_force_ev_per_a=0.549 homo_lumo_gap_ev=8.55 charge=0 de_lowest_kj_mol=0.0 homo_ha=-0.32401
C -3.2843 -1.3580 1.3315 0.992
H -0.3981 -4.2220 1.4839 0.479
C -3.6011 3.0940 2.2983 -1.303
H -2.7782 3.1271 -3.7747 0.573
C 3.3803 0.5570 0.6491 3.417
H -3.8948 2.2142 2.8719 0.199
H -5.2618 -0.6296 0.9341 0.244
H -0.0594 -0.0420 2.8243 0.063
C -0.8018 -1.1733 -4.0563 -1.523
H 0.7717 2.5232 -2.9364 0.089
H 3.6249 -2.3034 3.0096 0.380
H 1.7541 4.0808 1.9073 0.397
H -3.6475 3.9598 2.9565 0.384
C 0.8376 -3.2588 -2.5789 -1.251
H 3.8237 -0.5657 3.1744 0.340
Pt 0.1347 -0.3083 -0.6872 1.821
H -1.1629 4.7826 2.4162 0.515
C -4.6518 -0.9598 1.7741 -1.504
Si -0.4651 -1.9446 -2.3962 1.212
H 5.0202 -0.6401 1.5168 0.319
H 0.0079 -0.6249 -4.5142 0.241
C 3.2869 1.4386 -0.6053 -2.182
H 1.5251 -3.4206 2.5938 0.292
C 2.9852 -2.4684 0.1205 -1.289
H 1.3829 0.8513 3.2780 0.335
H -3.1047 -3.4899 1.8691 0.534
H -0.2161 2.8984 -4.3527 0.479
B -2.6901 0.9207 0.2985 -2.216
N -1.7772 1.9153 1.0272 0.998
H 2.3646 2.0361 1.9190 -0.397
H 4.9621 -0.6671 -0.2550 0.331
H -4.7391 2.9209 -0.7365 0.135
C 1.7532 -1.2397 2.6565 2.754
H 0.4296 1.2781 -4.1096 0.019
C -1.2396 1.8236 -2.8420 0.019
C -2.4951 2.4239 -3.0095 -1.534
H 0.5139 -3.1931 0.3692 -0.757
H 3.8548 2.3587 -0.4295 0.770
C 1.2246 3.9029 0.9721 -1.765
H -0.0106 -2.5299 2.7641 0.242
H 3.5418 1.0729 2.8018 0.489
H 1.8592 3.3234 0.3150 0.224
F 1.6041 -0.0446 -2.2636 -0.436
C -0.0936 3.2449 1.2036 0.622
H 2.9766 -1.4731 4.4198 0.512
H -2.5210 -3.0261 -3.0033 0.551
H -5.1350 -1.8170 2.2389 0.422
N -2.4192 -0.5304 0.7268 1.086
H 5.5204 0.7742 0.5906 0.514
N -1.2888 0.9971 -1.8024 0.389
H 2.2744 1.7232 -0.8773 -0.218
H -5.2948 1.4256 -1.4838 0.267
C -0.4701 -3.5747 0.6143 -0.705
H -1.7107 -0.5742 -4.0300 0.322
N -1.2615 -1.1921 0.4711 0.467
H 0.7489 -0.3774 4.3615 0.527
C -3.2764 1.9587 -1.9779 0.779
H 3.9038 -2.6151 0.6918 0.578
C -4.6853 2.3154 -1.6416 -1.401
F 2.1318 -1.0400 -4.3242 -0.237
C -2.2136 2.9657 1.7608 0.728
C -1.4243 -2.4655 0.8719 -0.248
H -2.3008 -3.3865 -1.2962 0.367
H 4.0814 2.3002 1.6727 0.650
C 1.0402 -2.5442 3.0262 -1.964
H -4.6170 -0.1463 2.4983 0.205
H 1.8146 -2.8251 -2.7918 0.238
H -0.9949 -2.0438 -4.6950 0.509
F 3.6737 -1.0502 -2.6460 -0.257
C 0.9180 -0.1277 3.3076 -1.574
H 1.0557 4.8753 0.5058 0.437
Si 2.1030 -0.9408 0.7627 -0.635
H -5.1169 2.8895 -2.4593 0.422
C 3.3221 1.5289 1.8389 -1.771
H 3.7421 0.9578 -1.4571 0.495
F 3.1379 0.9205 -3.7208 -0.239
C -2.6838 -2.5947 1.4437 -1.281
H -0.8223 -4.1794 -0.2201 0.422
C -1.1643 3.8382 1.8972 -1.503
H 3.2679 -2.3182 -0.9215 0.199
H -2.8629 -1.7908 -1.8006 0.152
C -2.1865 -2.6138 -2.0463 -1.204
C 0.0026 2.1369 -3.6060 -0.952
H -3.8231 1.1536 0.5858 -0.161
N -2.5347 1.0984 -1.2446 0.602
H 1.0860 -2.6562 4.1155 0.684
H -4.3374 3.2323 1.5058 0.132
C 4.7980 -0.0487 0.6261 -2.041
H 2.4115 -3.3927 0.1906 0.498
B 2.7216 -0.3165 -3.3176 0.017
H 0.5464 -3.8486 -3.4545 0.563
H 0.9241 -3.9309 -1.7314 0.399
N -0.4590 2.0713 0.6973 0.555
C 3.1311 -1.3868 3.3389 -2.049


Record 2
96
Properties=species:S:1:pos:R:3:mulliken_charge:R:1 method="wB97M-V/def2-TZVPD" largest_force_ev_per_a=7.531 homo_lumo_gap_ev=4.73 charge=+1 homo_ha=-0.37523
H -0.5150 11.1856 -0.3635 0.294
O 2.6702 8.2325 -0.0867 -0.512
C -0.8768 -3.4818 -3.9620 -0.352
C -0.4430 -5.3422 2.9063 -0.173
H -2.3177 6.0852 -3.9683 0.394
C -1.4798 4.5611 -1.5618 0.026
H -1.1567 -4.5702 3.2324 0.371
O 1.6816 2.8489 -2.5769 -0.503
H -0.1763 -5.1307 1.8647 0.017
C 1.9195 5.3558 0.7503 -0.236
H -1.0699 1.6010 -4.4229 0.320
H 2.3943 -2.0315 -3.2558 0.406
H -1.1757 2.1685 3.3091 0.372
H -3.0476 3.6742 -2.9819 0.473
C -0.9052 3.2243 1.3690 -0.119
C 0.8403 -8.1654 3.0648 -0.269
H -0.7526 -1.3347 -4.0165 -0.081
O -0.1221 3.0783 0.1120 -0.365
C 0.6643 -8.7969 4.4417 -0.538
O -0.3723 -7.7817 2.4108 -0.483
C 3.0899 3.5599 -0.2748 -0.235
C -1.8023 1.9814 -2.2500 0.188
H 0.8720 9.6437 -2.5306 0.330
H 1.9482 -4.9250 2.1409 0.326
H -2.5565 -5.0029 0.1849 0.111
H -2.9025 1.9987 -4.2979 0.345
H -0.9928 4.3303 1.6613 0.341
O -1.1097 -4.2655 -1.0916 -0.173
H -1.9565 2.8288 1.1603 0.094
C 1.7745 -1.5415 -2.5006 -0.857
H 4.1131 3.0426 -0.1400 0.474
H 0.7071 -2.1631 -4.5887 0.406
C -0.4878 10.0937 -0.6850 -0.739
H 0.8581 2.6877 4.4850 0.381
O -2.6681 6.1458 -3.0453 -0.429
C 0.7880 3.1986 3.4675 -0.824
C -0.7589 6.9890 -1.8990 -0.756
O 1.7722 5.7521 1.9322 -0.460
H -3.0068 -3.5875 -0.7894 0.241
H -1.6856 -3.5365 -3.2351 0.092
H 0.4871 4.2946 3.6596 0.212
H -1.5001 -8.9063 5.7891 0.381
H 0.1123 1.3679 2.2793 0.273
C -2.4681 -4.5378 -0.8014 -0.764
O 3.1931 4.8425 0.3939 -0.343
H -2.2639 0.3494 -3.8225 0.121
C 0.6885 5.5126 -0.2421 0.609
H 1.7820 -0.4578 -2.6485 0.232
H 2.5878 5.0189 -2.5320 0.086
C -2.5308 3.4113 -1.9833 -0.677
O 0.6846 -5.2584 3.7653 -0.295
C 0.4637 6.8813 -0.9365 0.193
H 2.6867 -4.8806 3.7444 0.253
H -1.3943 9.8860 -1.3692 0.226
H -2.0439 -6.6556 2.4113 0.458
S 2.8674 3.7075 -2.1386 0.894
H -1.4141 -6.9495 4.0102 0.096
C -2.0191 1.4789 -3.7872 -1.037
H -1.0729 -6.1829 -1.9185 0.382
C -0.2958 2.3887 2.5905 -0.592
H -0.9817 7.9979 -2.4090 0.318
O 0.2472 -7.8300 5.3991 -0.281
H -1.3586 -3.4734 -4.9465 0.434
C -0.3136 4.3395 -0.5523 0.270
C -1.1153 -6.7084 2.9917 -0.350
H -0.6293 9.3864 0.2169 0.245
O -0.0914 -4.6740 -3.9406 -0.474
H 1.6814 10.4634 -1.0949 0.307
H 2.5221 8.3537 0.8879 0.359
H -0.0541 -9.6215 4.3709 0.333
H 1.1673 -5.8843 -2.9333 0.429
O 4.0718 3.1725 -2.8908 -0.589
H 1.2926 -8.9185 2.4138 0.420
C 0.9052 9.6633 -1.3889 -0.557
H 1.6634 -3.5226 3.2241 0.293
H -2.9332 -5.1680 -1.5662 0.416
H 1.2402 -4.2237 -2.4037 0.095
Br -4.0438 3.2556 -0.6672 -0.048
H 1.5432 -7.3317 3.0942 0.066
C -0.7363 -8.3091 6.2975 -0.819
H 2.2013 -1.7674 -1.5207 0.250
H 2.3071 2.8807 0.2087 0.160
H 1.6197 -9.2016 4.7807 0.407
C 0.5492 -5.0113 -2.7073 -0.420
H -0.6800 1.9996 -2.0564 -0.076
H 1.8208 3.2578 2.9528 0.122
C 1.7950 -4.6072 3.1757 -0.765
C -0.0819 -2.1869 -3.8294 -0.155
H 0.1906 -5.7939 -0.7364 0.295
O 0.4430 -2.0264 -2.5194 -0.113
C -0.3913 -5.3985 -1.5711 -0.388
B 1.3740 8.2138 -0.7617 0.714
H -1.2372 -7.4448 6.7391 0.234
N -1.6552 5.8709 -2.1789 0.578
H -0.2666 -8.8883 7.0978 0.310
H -2.3706 1.2150 -1.6091 0.375